Entry from the Open Molecules 2025 dataset: a molecular structure, C41H92F5N11NbO15S in a non-equilibrium geometry (ωB97M-V with the def2-TZVPD basis set).

Gap between HOMO and LUMO   6.42 eV
Charge   -1
Energy   -117081.67149 eV
Highest occupied orbital energy   -0.1886 Ha
Max |F|   3.8 eV Å⁻¹

The geometry in XYZ format:
```
166
C41H92F5N11NbO15S (ωB97M-V with the def2-TZVPD basis set)
C -4.21 1.25 6.37
C -3.34 2.47 6.15
O -3.76 3.58 6.22
O -2.05 2.18 5.88
C -1.80 1.74 4.53
Nb 0.30 0.96 4.08
C 0.57 -0.16 5.98
C -0.66 -1.02 6.32
C -0.84 -1.23 7.83
N -1.25 0.03 8.47
C -0.45 -0.64 2.82
C 0.53 -0.97 1.66
C 1.16 -2.35 1.83
O 2.02 -2.35 2.98
S 1.07 3.03 5.61
O 0.63 2.96 7.01
O 2.51 3.20 5.44
C 0.41 4.77 5.12
F -0.49 4.70 4.12
F 1.45 5.53 4.70
C -0.24 5.57 6.27
F -0.69 6.75 5.79
F 0.70 5.86 7.18
F -1.25 4.98 6.84
H -4.91 1.46 7.18
H -4.79 1.06 5.46
H -3.60 0.37 6.60
H -2.43 0.86 4.28
H -2.12 2.56 3.86
H 0.26 2.26 2.82
H 2.07 0.94 3.68
H 0.88 0.44 6.85
H 1.43 -0.82 5.76
H -1.60 -0.58 5.96
H -0.55 -2.01 5.85
H 0.13 -1.60 8.22
H -1.61 -1.99 8.03
H -0.46 0.56 8.81
H -1.82 -0.18 9.29
H -1.44 -0.37 2.43
H -0.56 -1.52 3.48
H -0.02 -0.99 0.71
H 1.34 -0.23 1.56
H 1.75 -2.61 0.94
H 0.37 -3.10 1.94
H 1.90 -3.17 3.48
C -1.40 -5.99 -2.01
O -2.04 -4.97 -1.82
N -0.91 -6.78 -1.03
C -0.17 -7.99 -1.33
C -1.13 -6.39 0.35
H -1.17 -6.37 -3.02
H -0.66 -8.87 -0.92
H 0.85 -7.94 -0.92
H -0.10 -8.12 -2.41
H -2.20 -6.33 0.56
H -0.70 -5.41 0.55
H -0.67 -7.13 1.00
C 1.62 -9.36 -3.97
O 0.61 -9.97 -3.68
N 1.95 -8.96 -5.21
C 3.16 -8.21 -5.49
C 1.03 -9.26 -6.29
H 2.36 -9.05 -3.21
H 2.95 -7.22 -5.88
H 3.78 -8.76 -6.21
H 3.73 -8.10 -4.57
H 0.05 -8.82 -6.11
H 0.90 -10.33 -6.40
H 1.45 -8.85 -7.21
C 4.47 -4.84 -6.00
O 3.32 -5.16 -6.29
N 4.82 -3.79 -5.25
C 6.20 -3.46 -4.99
C 3.79 -2.95 -4.65
H 5.34 -5.43 -6.35
H 6.41 -3.48 -3.92
H 6.43 -2.46 -5.35
H 6.85 -4.18 -5.49
H 3.15 -3.53 -3.99
H 3.16 -2.52 -5.43
H 4.26 -2.17 -4.07
C 5.21 7.97 9.12
O 6.26 8.58 9.02
N 4.41 7.66 8.08
C 3.17 6.92 8.24
C 4.81 8.07 6.75
H 4.82 7.61 10.08
H 3.19 5.99 7.68
H 2.32 7.52 7.90
H 3.02 6.69 9.30
H 5.77 7.63 6.48
H 4.91 9.15 6.69
H 4.05 7.73 6.04
C 0.47 -2.06 -4.30
O 1.20 -2.22 -3.34
N -0.47 -2.93 -4.69
C -1.31 -2.69 -5.84
C -0.64 -4.15 -3.92
H 0.53 -1.16 -4.94
H -2.36 -2.64 -5.54
H -1.20 -3.49 -6.58
H -1.05 -1.74 -6.29
H -0.89 -3.92 -2.88
H 0.28 -4.73 -3.92
H -1.44 -4.73 -4.37
C -0.44 11.88 5.69
O -1.09 12.91 5.79
N -0.53 10.85 6.54
C 0.27 9.64 6.38
C -1.45 10.94 7.65
H 0.28 11.72 4.88
H -0.37 8.77 6.27
H 0.91 9.50 7.26
H 0.90 9.74 5.50
H -2.48 11.08 7.30
H -1.21 11.79 8.29
H -1.40 10.02 8.23
C -0.39 2.41 -0.55
O 0.38 1.90 0.23
N -0.45 2.07 -1.86
C -1.37 2.70 -2.78
C 0.46 1.05 -2.33
H -1.11 3.19 -0.26
H -2.05 1.96 -3.22
H -0.84 3.20 -3.59
H -1.96 3.44 -2.24
H 0.29 0.11 -1.80
H 1.49 1.35 -2.15
H 0.31 0.88 -3.40
C -3.22 0.62 -5.49
O -2.34 0.04 -4.88
N -4.53 0.40 -5.29
C -5.55 1.10 -6.04
C -4.92 -0.58 -4.29
H -3.01 1.38 -6.27
H -6.20 1.68 -5.37
H -6.17 0.40 -6.59
H -5.08 1.79 -6.74
H -4.53 -0.28 -3.31
H -4.51 -1.56 -4.54
H -6.00 -0.64 -4.26
C -6.30 -2.11 -8.00
O -5.55 -2.20 -7.04
N -7.23 -3.03 -8.32
C -8.10 -2.90 -9.46
C -7.35 -4.20 -7.46
H -6.28 -1.26 -8.70
H -9.15 -2.87 -9.16
H -7.96 -3.72 -10.16
H -7.86 -1.97 -9.98
H -7.59 -3.91 -6.44
H -6.41 -4.76 -7.44
H -8.14 -4.84 -7.85
C 5.40 0.04 -1.86
O 5.50 -1.03 -2.43
N 5.40 1.23 -2.49
C 5.27 2.48 -1.76
C 5.53 1.25 -3.93
H 5.29 0.12 -0.77
H 4.38 3.02 -2.08
H 6.14 3.12 -1.92
H 5.18 2.27 -0.70
H 4.72 0.70 -4.40
H 6.47 0.79 -4.24
H 5.51 2.28 -4.27
```


Entry from the Open Molecules 2025 dataset: 5 unconnected molecules or ions with the total composition C41H93BrN7O4PS in a non-equilibrium geometry (ωB97M-V with the def2-TZVPD basis set).

Gap between HOMO and LUMO   7.35 eV
Energy   -152801.17499 eV
Energy relative to the best compared isomer or geometry (same formula, charge and spin)   536.1 kJ/mol
Highest occupied orbital energy   -0.2952 Ha
Max |F|   9.8 eV Å⁻¹

The geometry in XYZ format:
```
148
C41H93BrN7O4PS (ωB97M-V with the def2-TZVPD basis set)
C 7.23 0.77 3.75
C 7.44 1.46 2.27
C 6.76 2.98 2.34
C 6.47 3.59 0.84
C 5.44 4.90 0.85
C 3.94 4.28 1.19
C 2.76 5.42 1.08
C 1.40 4.93 0.30
C 0.89 3.42 0.66
C -0.65 3.31 1.19
C -0.89 2.06 2.29
C -0.88 0.69 1.45
C 0.24 -0.44 1.74
N -0.23 -1.68 0.94
N 1.62 -0.15 1.11
N 0.33 -0.95 3.17
O -2.35 2.17 2.64
C -2.65 1.40 3.89
O -3.81 0.92 4.35
O -1.27 1.30 4.48
C -0.30 2.23 3.80
C -0.83 3.66 4.49
C 0.37 4.61 5.09
O 1.19 5.39 4.34
Br 0.71 4.77 7.10
P 1.55 1.99 4.20
S 1.74 1.43 6.09
H 6.41 -0.07 3.69
H 8.26 0.25 4.02
H 6.98 1.63 4.53
H 8.56 1.53 1.92
H 6.78 0.82 1.50
H 7.48 3.72 2.90
H 5.80 2.86 3.01
H 5.97 2.81 0.11
H 7.50 3.99 0.41
H 5.71 5.69 1.68
H 5.34 5.39 -0.22
H 4.00 3.94 2.34
H 3.68 3.31 0.56
H 2.56 5.81 2.16
H 3.21 6.33 0.47
H 1.59 4.97 -0.88
H 0.53 5.69 0.50
H 1.56 2.84 1.43
H 0.94 2.79 -0.35
H -1.00 4.35 1.61
H -1.35 3.08 0.25
H -1.95 0.15 1.51
H -0.78 0.98 0.29
H 0.47 -2.46 1.04
H -0.39 -1.43 -0.06
H 1.60 0.73 0.57
H 1.83 -0.90 0.38
H -0.20 -1.84 3.30
H 1.33 -1.12 3.46
H -1.57 3.47 5.40
H -1.43 4.34 3.74
H 2.18 0.89 3.46
H 2.40 3.14 3.88
C -6.78 6.16 8.41
C -6.41 5.26 7.23
N -5.74 5.95 6.13
C -5.61 5.12 4.93
C -4.72 3.88 5.02
C -4.55 6.73 6.47
C -3.38 5.98 7.12
H -7.44 6.97 8.09
H -7.31 5.57 9.16
H -5.90 6.59 8.89
H -7.34 4.82 6.86
H -5.80 4.43 7.61
H -5.25 5.74 4.09
H -6.61 4.79 4.63
H -3.66 4.14 4.99
H -4.91 3.22 4.17
H -4.91 3.29 5.93
H -4.85 7.54 7.15
H -4.18 7.25 5.58
H -3.71 5.26 7.87
H -2.72 6.69 7.62
H -2.78 5.45 6.38
C 4.72 -5.60 -1.98
C 4.49 -4.31 -1.20
N 5.24 -4.21 0.05
C 4.83 -3.08 0.89
C 5.07 -1.67 0.34
C 6.69 -4.40 -0.05
C 7.46 -3.45 -0.95
H 4.46 -6.48 -1.38
H 4.08 -5.61 -2.87
H 5.75 -5.69 -2.32
H 3.41 -4.27 -0.96
H 4.69 -3.46 -1.86
H 5.31 -3.16 1.87
H 3.76 -3.18 1.09
H 6.12 -1.38 0.42
H 4.49 -0.95 0.92
H 4.75 -1.57 -0.70
H 6.88 -5.43 -0.39
H 7.14 -4.37 0.95
H 6.95 -3.25 -1.90
H 8.44 -3.88 -1.20
H 7.66 -2.50 -0.46
C -1.17 -1.53 -4.22
C -0.08 -2.60 -4.26
N -0.23 -3.65 -3.25
C 0.95 -4.53 -3.17
C 1.26 -5.40 -4.38
C -1.52 -4.34 -3.20
C -1.97 -5.06 -4.47
H -1.19 -1.03 -3.24
H -0.96 -0.76 -4.97
H -2.16 -1.93 -4.43
H 0.88 -2.09 -4.11
H -0.06 -3.02 -5.27
H 0.85 -5.18 -2.29
H 1.82 -3.91 -2.96
H 0.59 -6.25 -4.45
H 2.28 -5.80 -4.29
H 1.22 -4.84 -5.32
H -2.29 -3.61 -2.94
H -1.52 -5.05 -2.37
H -1.77 -4.49 -5.38
H -3.05 -5.24 -4.42
H -1.50 -6.04 -4.56
C -4.22 -2.41 -7.79
C -5.49 -2.98 -8.42
N -5.38 -4.39 -8.82
C -6.52 -4.84 -9.63
C -7.89 -4.88 -8.96
C -4.95 -5.33 -7.78
C -5.80 -5.43 -6.52
H -3.37 -2.49 -8.47
H -4.37 -1.35 -7.56
H -3.97 -2.90 -6.84
H -5.70 -2.38 -9.31
H -6.32 -2.83 -7.73
H -6.30 -5.84 -10.03
H -6.59 -4.20 -10.51
H -7.99 -5.73 -8.29
H -8.67 -4.98 -9.72
H -8.10 -3.97 -8.39
H -3.93 -5.06 -7.48
H -4.84 -6.33 -8.21
H -6.14 -4.45 -6.16
H -5.22 -5.89 -5.72
H -6.68 -6.06 -6.68
```


Entry from the Open Molecules 2025 dataset: 14 unconnected molecules or ions with the total composition C41H95BN5O34 in a non-equilibrium geometry (ωB97M-V with the def2-TZVPD basis set).

Gap between HOMO and LUMO   8.96 eV
Charge   -1
Energy   -121781.29377 eV
Energy relative to the best compared isomer or geometry (same formula, charge and spin)   124.9 kJ/mol
Highest occupied orbital energy   -0.2763 Ha
Max |F|   6.7 eV Å⁻¹

The geometry in XYZ format:
```
176
C41H95BN5O34 (ωB97M-V with the def2-TZVPD basis set)
O -2.20 2.28 3.32
C -1.44 1.77 2.52
O -1.79 1.18 1.42
B -0.53 0.74 0.75
O 0.54 1.02 1.72
C 0.08 1.64 2.71
O 0.83 2.09 3.56
O -0.31 1.37 -0.56
C -0.21 0.45 -1.51
O 0.14 0.57 -2.69
C -0.43 -0.91 -0.87
O -0.62 -0.73 0.44
O -0.34 -1.98 -1.44
C 3.32 0.50 4.23
N 4.71 0.16 3.88
O 5.28 0.97 3.19
O 5.25 -0.90 4.28
H 3.08 0.18 5.24
H 2.60 0.10 3.52
H 3.35 1.59 4.19
C 4.83 -1.57 0.32
N 3.59 -1.57 1.18
O 3.25 -2.68 1.61
O 2.99 -0.53 1.33
H 4.59 -2.10 -0.60
H 5.62 -2.02 0.92
H 5.00 -0.53 0.05
C -1.92 -4.77 -0.31
N -2.92 -3.81 0.20
O -2.81 -3.27 1.33
O -3.73 -3.46 -0.68
H -1.18 -4.93 0.47
H -1.44 -4.25 -1.14
H -2.35 -5.71 -0.67
C -3.59 5.25 3.23
N -2.86 6.47 3.69
O -3.54 7.47 3.90
O -1.73 6.32 3.92
H -2.88 4.47 3.50
H -3.86 5.22 2.18
H -4.47 5.20 3.88
C -3.62 2.35 -0.72
N -4.90 2.35 -1.49
O -5.74 3.19 -1.21
O -4.99 1.69 -2.42
H -3.14 1.38 -0.79
H -3.92 2.60 0.30
H -2.93 3.04 -1.21
C 3.41 1.91 -1.96
O 3.64 2.92 -1.05
C 2.97 2.82 0.31
C 3.54 3.92 1.20
O 4.97 3.88 1.33
C 5.54 4.88 2.14
H 4.27 1.25 -2.10
H 3.20 2.28 -2.96
H 2.57 1.23 -1.86
H 3.14 1.81 0.69
H 1.90 2.99 0.19
H 3.09 3.81 2.19
H 3.25 4.90 0.81
H 6.62 4.79 2.06
H 5.31 4.54 3.15
H 5.06 5.83 1.88
C -7.44 -0.49 -0.39
O -6.96 -0.12 0.91
C -5.58 -0.37 0.97
C -4.97 0.17 2.27
O -5.03 1.58 2.49
C -6.33 2.11 2.69
H -8.52 -0.36 -0.40
H -7.23 -1.54 -0.61
H -7.04 0.13 -1.19
H -5.12 0.15 0.14
H -5.43 -1.43 0.81
H -3.90 -0.04 2.29
H -5.51 -0.23 3.13
H -6.95 2.49 1.88
H -6.21 3.02 3.29
H -7.08 1.50 3.19
C -2.04 -3.51 -8.38
O -0.84 -4.21 -8.18
C -0.99 -5.47 -7.49
C -0.57 -5.46 -6.01
O -1.50 -4.65 -5.25
C -1.06 -4.27 -3.96
H -2.07 -2.73 -9.13
H -2.11 -2.81 -7.54
H -2.98 -4.07 -8.34
H -0.49 -6.33 -7.93
H -2.03 -5.76 -7.61
H 0.41 -5.01 -5.91
H -0.60 -6.46 -5.58
H -0.87 -5.16 -3.36
H -1.77 -3.69 -3.38
H -0.19 -3.61 -4.04
C -2.97 -0.91 7.26
O -2.58 -1.79 6.23
C -2.41 -1.05 5.01
C -1.63 -1.89 3.97
O -0.26 -2.11 4.49
C 0.70 -2.39 3.49
H -2.13 -0.26 7.51
H -3.22 -1.40 8.20
H -3.78 -0.29 6.89
H -1.76 -0.19 5.20
H -3.33 -0.70 4.56
H -1.62 -1.36 3.02
H -2.07 -2.87 3.80
H 0.47 -3.36 3.04
H 1.59 -2.57 4.10
H 0.84 -1.66 2.70
C -1.10 5.20 0.38
O -1.44 6.07 -0.69
C -0.43 6.07 -1.72
C -0.41 4.75 -2.54
O -1.57 4.46 -3.34
C -1.66 3.17 -3.91
H -0.09 5.37 0.74
H -1.35 4.18 0.09
H -1.75 5.45 1.21
H 0.53 6.18 -1.22
H -0.65 6.87 -2.43
H -0.40 3.93 -1.82
H 0.46 4.77 -3.21
H -0.83 3.06 -4.61
H -2.58 3.17 -4.51
H -1.86 2.43 -3.13
C 3.38 -1.75 -8.33
O 2.59 -0.76 -7.61
C 1.24 -1.11 -7.49
C 1.09 -2.31 -6.53
O 1.91 -2.21 -5.41
C 1.70 -1.10 -4.55
H 3.00 -1.87 -9.34
H 3.35 -2.68 -7.76
H 4.44 -1.53 -8.43
H 0.79 -1.33 -8.46
H 0.75 -0.26 -7.03
H 1.43 -3.19 -7.08
H 0.04 -2.41 -6.24
H 2.31 -1.16 -3.65
H 0.63 -1.03 -4.38
H 1.89 -0.18 -5.09
C 1.81 -0.49 7.16
O 1.88 0.97 7.16
C 0.59 1.55 6.91
C 0.76 3.05 7.13
O -0.46 3.75 7.34
C -1.12 3.95 6.15
H 2.75 -1.02 7.29
H 1.42 -0.83 6.20
H 1.20 -0.83 8.00
H -0.18 1.08 7.52
H 0.21 1.49 5.89
H 1.33 3.50 6.32
H 1.32 3.17 8.06
H -0.59 4.50 5.37
H -1.98 4.56 6.45
H -1.41 2.99 5.72
C 6.83 -5.34 -1.36
O 5.89 -6.08 -2.09
C 5.18 -5.30 -3.12
C 4.42 -4.00 -2.76
O 3.62 -4.36 -1.68
C 2.41 -3.57 -1.50
H 7.48 -4.73 -1.99
H 7.48 -5.94 -0.73
H 6.23 -4.61 -0.81
H 4.49 -5.96 -3.65
H 5.90 -5.00 -3.87
H 3.89 -3.59 -3.62
H 5.15 -3.24 -2.53
H 1.70 -3.81 -2.29
H 2.62 -2.50 -1.49
H 1.85 -3.82 -0.61
```